No. 1
Below is one molecule with the formula C5H11NO2 in a non-equilibrium geometry, with properties calculated with ωB97M-V/def2-TZVPD.

XYZ file:
```
19
Properties=species:S:1:pos:R:3:forces:R:3:mulliken_charge:R:1
N 1.19723 -2.04946 -0.97523 -0.04 -0.13 0.09 -0.660
C 1.08859 -1.34166 0.28368 -0.19 -0.15 -0.48 -0.837
C -0.29252 -0.77642 0.60652 -0.29 -1.41 -0.37 0.570
O -1.28981 -1.19728 -0.00037 1.13 0.39 1.36 -0.653
C -0.33885 0.36419 1.56762 -0.11 -0.39 -0.76 -0.265
C -0.65783 1.48622 0.57722 -0.02 1.63 -1.87 -0.755
C -0.19177 1.45132 -1.04588 0.16 0.15 3.24 -0.566
O -0.95957 0.63409 -1.82305 -1.56 -2.80 0.73 -0.574
H 0.53220 -2.81670 -0.99658 0.05 0.13 -0.07 0.271
H 0.96646 -1.43538 -1.74994 -0.05 -0.04 0.06 0.276
H 1.34024 -2.03379 1.09694 0.01 0.16 0.10 0.397
H 1.83442 -0.54226 0.30265 -0.10 0.02 0.17 0.437
H 0.62350 0.53072 2.05341 -0.11 -0.17 0.03 0.314
H -1.14088 0.23254 2.29259 0.07 0.12 0.03 0.271
H -1.73847 1.60689 0.50006 -0.01 -0.01 0.11 0.302
H -0.24223 2.42640 0.95469 -0.12 -0.09 -0.03 0.409
H -0.31783 2.48697 -1.37551 0.20 -0.15 0.03 0.368
H 0.87365 1.17313 -1.03294 0.03 0.19 -0.33 0.233
H -1.28654 -0.19954 -1.23587 0.95 2.55 -2.03 0.462
```
Forces are in eV/Å.

The total energy comes out at -10947.2737 eV. As for the SMILES: NCC(=O)CCCO. Its orbital gap is 0.36893 Ha. As for the strongest force on any atom: 3.4 eV/A. The relative energy (zero: lowest compared OMol25 entry of this formula, charge and spin) comes out at 1.993 eV. Its multiplicity is 1.

=====

No. 2
Below is one molecule with the formula C4H5IN2 in a non-equilibrium geometry, with properties calculated with ωB97M-V/def2-TZVPD.

XYZ file:
```
12
Properties=species:S:1:pos:R:3:forces:R:3:mulliken_charge:R:1
C -0.70467 -1.23580 -0.22247 -0.33 -0.35 -0.53 0.833
C 1.34751 0.35460 -0.64064 -0.88 -0.65 0.45 -0.614
C 1.56751 -0.20613 0.75864 0.16 -2.44 -2.14 -0.569
C 0.29388 -0.47725 0.00510 2.15 -0.03 0.43 0.045
N -1.81702 -1.67108 -0.48665 1.17 -1.65 0.13 -0.723
N -2.05178 1.21669 -0.11484 0.58 -0.49 -3.00 -0.692
I -3.16432 -0.27997 0.01268 -2.37 1.05 0.47 0.560
H 0.90311 1.28764 -0.91623 0.43 0.95 0.47 0.278
H 1.94134 -0.07993 -1.40551 0.33 -0.44 -0.60 0.212
H 2.26080 -1.13094 0.78912 -1.07 1.82 0.05 0.194
H 1.51380 0.36899 1.61439 -0.03 1.17 1.57 0.277
H -2.09017 1.85317 0.60640 -0.14 1.06 2.70 0.199
```
Forces are in eV/Å.

The total energy comes out at -15302.9179 eV. Its orbital gap (alpha / beta) is 0.29941 / 0.29943 Ha. As for the strongest force on any atom: 3.3 eV/A. The relative energy (zero: lowest compared OMol25 entry of this formula, charge and spin) comes out at 6.627 eV. Its multiplicity is 1.

=====

No. 3
Below is a 2-piece molecular cluster, C5H16NO overall in a non-equilibrium geometry, with properties calculated with ωB97M-V/def2-TZVPD.

XYZ file:
```
23
Properties=species:S:1:pos:R:3:forces:R:3:mulliken_charge:R:1
C -0.65737 -0.95080 -1.75541 0.72 -1.78 -1.48 -0.720
C 0.75162 -0.38037 -1.54376 1.83 -2.15 0.27 0.786
C 1.42166 -0.20967 -2.99838 0.27 1.94 0.01 -1.248
C 1.10046 0.90068 -0.65714 -0.75 0.91 -2.53 -1.067
C 1.02358 0.93697 0.86228 -0.35 3.03 -0.97 -1.245
N -1.52712 0.03084 -1.16178 -2.43 1.64 0.68 -0.223
H -0.79893 -2.03355 -1.29823 -0.04 2.51 -0.83 0.306
H -0.79558 -0.98306 -2.88446 -0.49 -0.19 1.68 0.378
H 1.22544 -1.23555 -0.92526 0.02 1.27 -1.33 0.240
H 2.32786 -0.82991 -3.06935 0.02 0.75 0.20 0.268
H 0.89908 -0.45057 -4.00340 -0.01 0.21 2.09 0.418
H 1.62578 0.95511 -3.02978 0.17 -2.46 -0.40 0.302
H 2.15199 1.03966 -0.96355 -0.44 0.10 0.20 0.474
H 0.53898 1.82617 -1.10151 1.01 -1.39 0.67 0.306
H 1.30460 -0.00072 1.26932 0.42 -0.53 0.92 0.333
H 1.67124 1.87367 1.12588 -0.84 -2.15 0.10 0.328
H 0.01323 1.28991 1.15753 0.36 -0.67 0.31 0.400
H -1.27578 0.11204 -0.16241 -0.15 0.68 -0.48 0.251
H -1.59723 0.94013 -1.66359 1.61 -0.19 0.56 0.353
H -2.52526 -0.08441 -1.20753 -0.96 -1.53 0.34 0.360
H -2.25689 -0.35571 6.69472 -1.36 0.08 1.18 0.320
H -1.31560 -1.32125 5.98311 -0.42 2.11 0.26 0.331
O -1.54286 -0.34234 6.09567 1.78 -2.20 -1.46 -0.651
```
Forces are in eV/Å.

The total energy comes out at -8973.5167 eV. As for the total charge: +1. Its orbital gap is 0.36152 Ha. As for the strongest force on any atom: 3.2 eV/A. The relative energy (zero: lowest compared OMol25 entry of this formula, charge and spin) comes out at 2.998 eV. Its multiplicity is 1.

=====

> Which of these has the highest strongest force on any atom?

C5H11NO2

=====

> Look up the multiplicity of the first one.

1

=====

Repeat the second record exactly.
Below is one molecule with the formula C4H5IN2 in a non-equilibrium geometry, with properties calculated with ωB97M-V/def2-TZVPD.

XYZ file:
```
12
Properties=species:S:1:pos:R:3:forces:R:3:mulliken_charge:R:1
C -0.70467 -1.23580 -0.22247 -0.33 -0.35 -0.53 0.833
C 1.34751 0.35460 -0.64064 -0.88 -0.65 0.45 -0.614
C 1.56751 -0.20613 0.75864 0.16 -2.44 -2.14 -0.569
C 0.29388 -0.47725 0.00510 2.15 -0.03 0.43 0.045
N -1.81702 -1.67108 -0.48665 1.17 -1.65 0.13 -0.723
N -2.05178 1.21669 -0.11484 0.58 -0.49 -3.00 -0.692
I -3.16432 -0.27997 0.01268 -2.37 1.05 0.47 0.560
H 0.90311 1.28764 -0.91623 0.43 0.95 0.47 0.278
H 1.94134 -0.07993 -1.40551 0.33 -0.44 -0.60 0.212
H 2.26080 -1.13094 0.78912 -1.07 1.82 0.05 0.194
H 1.51380 0.36899 1.61439 -0.03 1.17 1.57 0.277
H -2.09017 1.85317 0.60640 -0.14 1.06 2.70 0.199
```
Forces are in eV/Å.

The total energy comes out at -15302.9179 eV. Its orbital gap (alpha / beta) is 0.29941 / 0.29943 Ha. As for the strongest force on any atom: 3.3 eV/A. The relative energy (zero: lowest compared OMol25 entry of this formula, charge and spin) comes out at 6.627 eV. Its multiplicity is 1.